(1)
This record from the OMol25 dataset describes one molecule with the formula C6H13N in a non-equilibrium geometry. The level of theory is wB97M-V/def2-TZVPD.

The geometry in XYZ format:
```
20
Properties=species:S:1:pos:R:3:lowdin_charge:R:1
C 1.8306 -0.8306 1.1613 -0.13
C 1.5499 -0.4148 -0.2606 -0.27
C 0.3106 0.4031 -0.4348 -0.25
C 0.3084 1.9482 -0.3995 -0.08
C -0.9045 -0.2999 -0.2352 -0.34
C -2.2302 0.2959 -0.6492 -0.08
N -1.0107 -1.6223 0.1864 0.09
H 2.9149 -0.8191 1.3918 0.07
H 1.3171 -0.1622 1.9498 0.11
H 1.4678 -1.8840 1.3234 0.06
H 1.3828 -1.3900 -0.8480 0.12
H 2.3789 0.1300 -0.7367 0.11
H 0.4342 2.3711 -1.4330 0.08
H 0.9793 2.5276 0.2836 0.08
H -0.6834 2.3203 -0.2102 0.03
H -2.2094 1.2975 -1.1624 0.08
H -3.0099 0.4698 0.1672 0.09
H -2.8351 -0.3682 -1.3235 0.08
H -0.1824 -2.1600 0.4975 0.08
H -1.8090 -1.8124 0.7320 0.07
```

As for the spin multiplicity: 1. Its HOMO energy is -7.3 eV. The SMILES is CC/C(C)=C(/C)N. As for the LUMO energy: 0.038 hartree. The orbital gap comes out at 8.290 eV. For the relative energy (zero: lowest compared OMol25 entry of this formula, charge and spin), the calculation gives 29.42 kcal per mole. The value obtained for the maximum force is 0.0721 hartree/bohr.

***

(2)
This record from the OMol25 dataset describes an isolated ion of composition C19H21F2 and charge +1 in a non-equilibrium geometry. The level of theory is wB97M-V/def2-TZVPD.

The geometry in XYZ format:
```
42
Properties=species:S:1:pos:R:3:lowdin_charge:R:1
C -2.4120 -1.5882 -2.7956 -0.01
C -1.9035 -1.9702 -1.3822 -0.37
C -2.9761 -1.6393 -0.3303 -0.03
C -0.5263 -1.4957 -1.0552 -0.05
C 0.5942 -2.3767 -1.4740 0.03
C -0.2728 -0.0608 -0.7926 -0.07
H -1.7258 -1.9210 -3.5843 0.10
H -3.3826 -2.0672 -2.9782 0.10
H -2.5497 -0.5058 -2.9085 0.09
H -1.7861 -3.0625 -1.4005 0.14
H -2.6399 -1.9557 0.6652 0.09
H -3.2197 -0.5685 -0.3087 0.09
H -3.8892 -2.2008 -0.5732 0.10
H 0.2097 -3.3833 -1.6888 0.10
H 1.1011 -2.0290 -2.3896 0.14
H 1.3630 -2.5012 -0.7037 0.11
H 0.5856 0.2083 -1.4407 0.17
H -1.1519 0.4801 -1.1893 0.13
F 3.8460 -2.7167 3.2766 0.06
C 2.9594 -1.8969 2.6301 -0.24
C 1.6477 -2.3332 2.4583 0.01
C 0.7877 -1.4839 1.7690 -0.06
C 1.1902 -0.2358 1.2665 -0.18
C 0.0769 0.5514 0.5670 -0.19
C 0.1528 2.0961 0.3887 -0.17
C -1.0878 2.7369 0.2345 -0.04
C -1.2000 4.1142 0.0459 0.02
C -0.0241 4.8584 0.0246 -0.24
F -0.1006 6.2096 -0.1977 0.05
C 1.2267 4.2773 0.1892 0.02
C 1.3047 2.8821 0.3099 -0.02
C 2.5205 0.1417 1.4463 -0.01
C 3.4154 -0.6710 2.1560 0.03
H 1.2993 -3.2955 2.8330 0.13
H -0.2477 -1.7955 1.5993 0.12
H -0.7704 0.4318 1.2665 0.15
H -1.9988 2.1363 0.2683 0.12
H -2.1697 4.5860 -0.0788 0.13
H 2.1303 4.8810 0.2062 0.13
H 2.2912 2.4346 0.3315 0.09
H 2.8896 1.0695 1.0232 0.09
H 4.4429 -0.3411 2.3162 0.13
```

As for the spin multiplicity: 1. Its HOMO energy is -12.1 eV. As for the LUMO energy: -0.225 hartree. The orbital gap comes out at 6.001 eV. For the relative energy (zero: lowest compared OMol25 entry of this formula, charge and spin), the calculation gives 17.09 kcal per mole. The net charge is +1. The value obtained for the maximum force is 0.0450 hartree/bohr.

***

(3)
This record from the OMol25 dataset describes a 2-piece molecular cluster, C6H15N overall in a non-equilibrium geometry. The level of theory is wB97M-V/def2-TZVPD.

The geometry in XYZ format:
```
22
Properties=species:S:1:pos:R:3:lowdin_charge:R:1
C 0.1350 1.1698 -0.1977 -0.31
N -0.7850 0.1144 0.0197 -0.03
C -2.1479 0.5521 -0.0838 -0.38
C -3.1215 -0.6195 -0.0080 -0.12
C 1.4584 0.6079 -0.6807 -0.22
C 1.8327 -1.2056 1.1496 -0.12
C 2.3734 -0.0461 0.3536 -0.27
H 0.2607 1.8472 0.6624 0.16
H -0.2113 1.8794 -0.9874 0.12
H 1.0479 -0.2775 -1.3375 -0.02
H -2.3010 0.9695 -1.1084 0.10
H -2.4282 1.4318 0.5327 0.11
H -2.9719 -1.2650 0.8581 0.06
H -4.1478 -0.2498 -0.0428 0.07
H -2.8320 -1.2727 -0.8402 0.07
H 0.8404 -0.9602 -1.8796 0.25
H 2.0170 1.3186 -1.2857 0.12
H 0.9623 -0.8500 1.7124 0.07
H 2.5310 -1.5980 1.8849 0.07
H 1.5135 -2.0133 0.5020 0.07
H 3.3030 -0.3626 -0.1541 0.11
H 2.6712 0.8295 0.9305 0.11
```

As for the spin multiplicity: 1. Its HOMO energy is -6.9 eV. As for the LUMO energy: -0.056 hartree. The orbital gap comes out at 5.403 eV. For the relative energy (zero: lowest compared OMol25 entry of this formula, charge and spin), the calculation gives 158.38 kcal per mole. The value obtained for the maximum force is 0.0616 hartree/bohr.

***

(4)
This record from the OMol25 dataset describes C35H48AsBBrCl3N6O2PS2Si3Ti as an isolated structure in a non-equilibrium geometry. The level of theory is wB97M-V/def2-TZVPD.

The geometry in XYZ format:
```
104
Properties=species:S:1:pos:R:3:lowdin_charge:R:1
Ti 0.3026 0.7221 0.4858 0.71
B 2.2608 0.0478 3.3273 -0.42
N 0.7229 0.1842 3.5202 -0.06
C -0.0006 -0.2960 4.5327 -0.08
C -1.3425 -0.0357 4.3043 -0.04
C -1.3505 0.6278 3.0899 -0.17
N -0.1026 0.7803 2.6206 -0.09
N 2.4961 -0.8937 2.1049 -0.05
C 3.3141 -1.9440 1.9955 -0.08
C 3.1476 -2.5174 0.7446 -0.04
C 2.1660 -1.7424 0.1368 -0.12
N 1.7871 -0.7611 0.9680 -0.05
H 2.7126 -0.4873 4.3078 0.08
H 2.7628 1.1243 3.1199 0.04
H 0.4881 -0.8121 5.3423 0.12
H -2.1890 -0.3386 4.8943 0.10
H -2.1952 0.9649 2.5125 0.08
H 3.9405 -2.2262 2.8254 0.12
H 3.6385 -3.3864 0.3431 0.10
H 1.6931 -1.8576 -0.8300 0.12
Br 1.4329 3.6779 2.7085 0.88
C 2.5215 2.9558 1.3556 -0.72
C 3.8447 3.3741 1.2892 -0.09
C 4.6335 2.8941 0.2669 -0.02
C 4.0677 2.0593 -0.6879 0.03
C 2.7482 1.7080 -0.5450 -0.19
N 1.9826 2.1076 0.4941 0.01
C 2.0232 0.9208 -1.6237 -0.59
O 2.6136 0.5431 -2.5985 0.13
O 0.7441 0.7838 -1.3623 -0.21
H 4.2231 4.0546 2.0365 0.10
H 5.6726 3.1886 0.1970 0.12
H 4.6081 1.6875 -1.5464 0.13
S -1.4337 -4.4753 -4.9721 0.10
P -2.2682 -3.0898 -3.8353 -0.04
S -1.1509 -2.0270 -2.5727 0.24
C -3.7316 -3.7832 -2.9745 -0.40
C -4.5656 -4.6645 -3.6642 -0.12
C -5.6928 -5.1848 -3.0496 -0.10
C -5.9924 -4.8407 -1.7341 -0.10
C -5.1670 -3.9697 -1.0407 -0.08
C -4.0439 -3.4380 -1.6668 -0.15
C -3.0681 -1.8301 -4.9172 -0.39
C -2.3459 -1.3373 -6.0032 -0.11
C -2.8502 -0.3037 -6.7770 -0.10
C -4.0911 0.2520 -6.4814 -0.11
C -4.8232 -0.2418 -5.4117 -0.11
C -4.3146 -1.2788 -4.6356 -0.11
H -4.3062 -4.9505 -4.6767 0.08
H -6.3344 -5.8703 -3.5916 0.09
H -6.8665 -5.2610 -1.2500 0.09
H -5.3668 -3.6989 -0.0112 0.08
H -3.4041 -2.7496 -1.1303 0.03
H -1.3824 -1.7793 -6.2285 0.09
H -2.2741 0.0725 -7.6144 0.10
H -4.4870 1.0582 -7.0879 0.09
H -5.7969 0.1751 -5.1799 0.10
H -4.8959 -1.6587 -3.8033 0.10
C 0.0687 5.6394 -0.2624 -0.22
Si -0.6533 4.3384 -1.4166 0.30
C 0.6976 3.7850 -2.5834 -0.19
C -1.9702 5.1471 -2.4788 -0.21
As -1.5161 2.5587 -0.1151 0.86
Si -2.9783 3.6717 1.3793 0.29
C -3.6573 5.2875 0.7068 -0.22
C -4.3947 2.4957 1.7640 -0.21
C -2.0984 4.1275 2.9720 -0.24
Si -3.0522 1.5371 -1.6877 0.34
C -2.0940 1.2487 -3.2541 -0.21
C -4.4675 2.7333 -2.0420 -0.20
C -3.7980 0.0189 -0.9094 -0.21
H 0.0996 6.6059 -0.7745 0.03
H 1.0900 5.3802 0.0240 0.01
H -0.5050 5.7621 0.6574 0.00
H 1.6263 3.5483 -2.0626 0.02
H 0.9080 4.6208 -3.2587 0.04
H 0.4126 2.9208 -3.1854 0.03
H -1.5295 6.0496 -2.9153 0.04
H -2.8644 5.4371 -1.9283 0.01
H -2.2710 4.4940 -3.2995 0.02
H -4.3290 5.1564 -0.1415 0.01
H -2.8659 5.9814 0.4176 0.02
H -4.2273 5.7530 1.5178 0.04
H -5.3070 2.7907 1.2410 0.03
H -4.6030 2.5069 2.8371 0.04
H -4.1790 1.4635 1.4818 0.01
H -1.4559 5.0003 2.8296 0.01
H -1.4924 3.3159 3.3751 -0.01
H -2.8581 4.3883 3.7154 0.04
H -1.9507 2.1831 -3.8046 0.03
H -2.6778 0.5664 -3.8804 0.01
H -1.1327 0.7650 -3.0783 -0.01
H -4.2326 3.4174 -2.8586 0.02
H -4.7651 3.3240 -1.1749 -0.01
H -5.3350 2.1377 -2.3428 0.04
H -3.1592 -0.4807 -0.1844 -0.01
H -3.9765 -0.7018 -1.7114 0.01
H -4.7527 0.2576 -0.4341 0.04
Cl -0.1987 -3.5461 2.6774 0.66
C -1.0797 -3.2648 1.2241 -1.27
Cl -3.3704 -2.7549 2.3618 -0.22
Cl -1.3988 -4.5985 0.2279 0.71
C -0.9971 -1.9914 0.7275 -0.42
N -0.9117 -0.8578 0.4838 0.07
```

As for the spin multiplicity: 1. Its HOMO energy (alpha / beta) is -4.3 / -4.3 eV. As for the LUMO energy (alpha / beta): 0.007 / 0.015 hartree. The orbital gap (alpha / beta) comes out at 4.506 / 4.752 eV. For the relative energy (zero: lowest compared OMol25 entry of this formula, charge and spin), the calculation gives 30.10 kcal per mole. The net charge is -1. The value obtained for the maximum force is 0.0505 hartree/bohr.